Molecular formula: C10H18BBrO7
Method: DFT, ωB97M-V/def2-TZVPD

ORCA input file:
```
! RIJCOSX wB97M-V def2-TZVPD def2/J DEFGRID3
* xyz 0 1
C -0.224 -0.344 -2.306
C 0.230 -0.163 -0.850
O 0.310 1.196 -0.453
C 1.396 1.917 -1.026
C 2.717 1.611 -0.314
B 4.062 1.701 -1.067
Br 4.208 2.480 -2.809
H -0.420 0.628 -2.755
H 0.535 -0.827 -2.919
H -1.138 -0.935 -2.368
H -0.486 -0.612 -0.163
H 1.187 -0.667 -0.674
H 1.136 2.967 -0.900
H 1.467 1.742 -2.104
H 2.660 0.632 0.169
H 2.827 2.308 0.530
H 5.079 1.316 -0.594
C -0.333 0.399 2.967
C 0.070 1.840 2.715
O 1.484 1.815 2.973
C 1.924 0.547 2.811
O 3.072 0.231 2.762
O 0.888 -0.303 2.681
H -1.119 0.049 2.307
H -0.595 0.216 4.011
H -0.083 2.125 1.674
H -0.405 2.559 3.377
C -3.382 -2.376 -1.701
C -2.809 -3.410 -0.745
O -2.284 -2.587 0.304
C -2.931 -1.402 0.288
O -2.831 -0.567 1.130
O -3.697 -1.293 -0.817
H -4.282 -2.696 -2.216
H -2.645 -2.028 -2.426
H -3.578 -4.059 -0.325
H -2.009 -4.011 -1.166
*
```

## Properties
Orbital gap, eV: 10.23
HOMO level, eV: -9.76

***

Molecular formula: C10H18Br6O4S2
Method: DFT, ωB97M-V/def2-TZVPD

ORCA input file:
```
! RIJCOSX wB97M-V def2-TZVPD def2/J DEFGRID3
* xyz 0 1
C -4.914 2.850 0.952
Br -6.324 2.733 2.244
Br -3.786 4.364 1.242
Br -5.565 2.738 -0.848
H -4.285 1.983 1.097
C -2.744 -0.627 2.878
Br -2.254 1.224 3.006
Br -1.495 -1.657 1.886
Br -4.474 -0.728 2.000
H -2.841 -1.012 3.881
C -0.343 0.096 -0.756
C -1.594 -0.558 -1.381
C -2.394 0.465 -2.191
S -1.677 2.050 -1.773
O -2.192 2.473 -0.491
O -1.700 2.930 -2.901
C -0.043 1.374 -1.527
H 0.479 -0.617 -0.776
H -0.483 0.398 0.282
H -2.172 -1.183 -0.711
H -1.213 -1.265 -2.128
H -3.462 0.580 -2.005
H -2.230 0.380 -3.264
H 0.618 2.073 -1.024
H 0.317 1.140 -2.532
C 4.672 -2.079 -0.417
C 4.316 -0.572 -0.451
C 3.378 -0.208 0.669
S 2.980 -1.749 1.517
O 1.567 -1.816 1.721
O 3.868 -1.952 2.628
C 3.502 -2.843 0.203
H 5.517 -2.220 0.261
H 4.987 -2.416 -1.400
H 4.038 -0.203 -1.442
H 5.281 -0.053 -0.382
H 2.398 0.141 0.347
H 3.776 0.489 1.403
H 2.701 -2.962 -0.524
H 3.789 -3.763 0.705
*
```

## Properties
Energy relative to the best compared isomer or geometry (same formula, charge and spin), kJ/mol: 24.2
Orbital gap, eV: 9.86
HOMO level, eV: -9.75

***

Molecular formula: C10H18Br8Cl6
Method: DFT, ωB97M-V/def2-TZVPD

ORCA input file:
```
! RIJCOSX wB97M-V def2-TZVPD def2/J DEFGRID3
* xyz 0 1
Br -1.245 -0.533 -2.302
C -0.556 -1.005 -0.489
C -0.150 0.260 0.225
Br 0.785 -0.295 1.844
H 0.246 -1.712 -0.658
H -1.379 -1.489 0.029
H -0.978 0.873 0.560
H 0.550 0.863 -0.342
Br -0.484 7.992 -0.928
C -0.492 6.108 -1.565
C -0.851 5.235 -0.413
Br -0.822 3.360 -1.090
H 0.514 5.925 -1.932
H -1.195 6.034 -2.387
H -1.864 5.404 -0.060
H -0.173 5.293 0.432
Br 4.404 -7.655 0.335
C 3.206 -6.081 0.369
C 3.697 -5.074 -0.638
Br 2.659 -3.419 -0.480
H 3.271 -5.654 1.363
H 2.235 -6.486 0.113
H 3.590 -5.390 -1.672
H 4.744 -4.830 -0.480
Br 2.737 3.027 5.387
C 1.514 2.941 3.863
C 0.128 2.757 4.431
Br -1.192 2.812 2.942
H 1.706 2.080 3.233
H 1.607 3.877 3.327
H -0.277 3.527 5.079
H 0.010 1.817 4.964
C -4.318 1.584 -2.011
Cl -4.635 3.313 -2.231
Cl -5.569 0.553 -2.712
Cl -4.165 1.206 -0.276
H -3.352 1.387 -2.456
C -0.799 -5.691 -2.785
Cl -2.185 -6.603 -2.116
Cl 0.710 -6.626 -2.602
Cl -0.634 -4.118 -2.033
H -0.998 -5.569 -3.839
*
```

## Properties
Energy relative to the best compared isomer or geometry (same formula, charge and spin), kJ/mol: 13.9
Orbital gap, eV: 10.48
HOMO level, eV: -10.22

***

Molecular formula: C10H18Cl12INOP
Method: DFT, ωB97M-V/def2-TZVPD

ORCA input file:
```
! RIJCOSX wB97M-V def2-TZVPD def2/J DEFGRID3
* xyz 1 1
C 1.254 0.953 -1.507
P -0.244 1.082 -2.513
O -0.596 -0.439 -2.881
N -1.518 1.391 -1.049
C -2.572 2.346 -1.597
C -3.998 2.042 -1.180
C -4.395 0.578 -1.402
C -3.251 -0.418 -1.118
C -2.145 0.237 -0.315
I -0.682 -1.139 0.364
H 1.142 1.457 -0.552
H 2.049 1.427 -2.085
H 1.527 -0.080 -1.291
H -0.181 -1.137 -2.340
H -0.989 1.903 -0.340
H -2.484 2.315 -2.683
H -2.272 3.348 -1.293
H -4.184 2.348 -0.148
H -4.623 2.687 -1.797
H -5.228 0.341 -0.741
H -4.764 0.435 -2.417
H -2.864 -0.888 -2.021
H -3.636 -1.223 -0.492
H -2.561 0.643 0.605
C -1.427 2.277 3.173
Cl -1.485 3.203 1.637
Cl -0.437 3.124 4.348
Cl -3.049 1.987 3.758
H -0.958 1.327 2.952
C 1.316 -4.652 -1.211
Cl 0.473 -3.611 -2.380
Cl 2.809 -3.893 -0.674
Cl 0.262 -5.022 0.149
H 1.557 -5.575 -1.720
C 6.870 -3.124 1.203
Cl 5.720 -2.664 -0.066
Cl 7.351 -1.723 2.151
Cl 6.190 -4.386 2.222
H 7.750 -3.519 0.714
C 2.838 1.240 3.018
Cl 3.262 -0.459 3.113
Cl 4.204 2.233 2.551
Cl 1.489 1.461 1.868
H 2.480 1.569 3.985
*
```

## Properties
Energy relative to the best compared isomer or geometry (same formula, charge and spin), kJ/mol: 0.0
Orbital gap, eV: 10.16
HOMO level, eV: -12.88

***

Molecular formula: C10H18Cl2IrN2S
Method: DFT, ωB97M-V/def2-TZVPD

ORCA input file:
```
! RIJCOSX wB97M-V def2-TZVPD def2/J DEFGRID3
* xyz 0 6
Ir -0.250 -0.202 -0.620
Cl -1.161 -0.515 -2.732
Cl 0.991 -2.101 -1.207
C -0.617 -1.126 1.251
H -1.488 -0.828 1.839
H -0.406 -2.203 1.235
C -0.682 1.766 -0.624
C -1.526 1.264 0.523
H 0.251 2.270 -0.328
C -3.015 1.169 0.354
H -1.162 1.479 1.538
C -3.474 1.138 -1.112
H -3.376 0.275 0.888
H -3.479 2.041 0.849
C -2.887 2.306 -1.911
H -3.157 0.197 -1.581
H -4.570 1.175 -1.161
C -1.360 2.459 -1.818
H -3.179 2.205 -2.964
H -3.349 3.237 -1.549
H -0.897 2.092 -2.743
H -1.122 3.533 -1.763
S 0.842 -0.106 1.506
C 2.269 -1.085 1.329
N 2.501 -2.252 1.917
C 3.772 -2.821 1.489
C 4.341 -1.749 0.575
N 3.328 -0.704 0.612
H 1.782 -2.749 2.435
H 3.615 -3.771 0.969
H 4.416 -2.989 2.356
H 4.492 -2.101 -0.451
H 5.284 -1.354 0.960
H 3.273 0.051 -0.061
*
```

## Properties
Energy relative to the best compared isomer or geometry (same formula, charge and spin), kJ/mol: 0.0
Orbital gap (spin up / spin down), eV: 5.23 / 6.27
HOMO level (spin up / spin down), eV: -4.72 / -8.87
<S²>: 8.768

***

Molecular formula: C10H18Cl2N2STl
Method: DFT, ωB97M-V/def2-TZVPD

ORCA input file:
```
! RIJCOSX wB97M-V def2-TZVPD def2/J DEFGRID3
* xyz -1 1
Tl -0.092 0.335 0.065
Cl -0.352 2.622 -0.701
Cl -1.440 -1.626 0.644
C -2.774 0.561 -1.629
H -3.225 0.039 -0.793
H -3.136 1.551 -1.909
C 1.429 -0.620 -0.986
C -1.814 -0.026 -2.377
H 2.334 -0.643 -0.367
C -1.202 0.744 -3.513
H -1.528 -1.076 -2.259
C 0.005 0.048 -4.168
H -1.974 0.888 -4.291
H -0.934 1.757 -3.157
C 1.308 0.130 -3.352
H -0.263 -1.002 -4.356
H 0.193 0.528 -5.141
C 1.492 -1.094 -2.363
H 2.147 0.123 -4.072
H 1.348 1.084 -2.793
H 0.635 -1.786 -2.422
H 2.430 -1.604 -2.657
S 1.180 0.857 2.283
C 0.402 -0.249 3.328
N -0.872 -0.206 3.773
C -1.149 -1.167 4.828
C 0.184 -1.896 4.982
N 1.011 -1.279 3.956
H -1.545 0.447 3.402
H -1.955 -1.852 4.541
H -1.425 -0.643 5.749
H 0.083 -2.971 4.809
H 0.624 -1.722 5.970
H 1.990 -1.473 3.810
*
```

## Properties
Energy relative to the best compared isomer or geometry (same formula, charge and spin), kJ/mol: 109.7
Orbital gap (spin up / spin down), eV: 3.27 / 3.27
HOMO level (spin up / spin down), eV: -0.91 / -0.91